Record 1
# C19H27N2SY

A molecular structure, C19H27N2SY at a distorted geometry (ωB97M-V/def2-TZVPD, OMol25).

As for the max |F|: 0.0295 hartree/bohr. Its HOMO-LUMO gap is 7.94 eV. Its lowest unoccupied orbital energy is -6.77 eV. The multiplicity is 1. The energy comes out at -1285.74504 hartree. The HOMO energy comes out at -0.54051 hartree. As for the net charge: +2.

Each line ends with the Löwdin charge.
Cartesian coordinates (Å):
Y: 0.74749 0.19189 0.59916  1.499
C: 3.24867 -0.24040 0.28805  -0.221
C: 2.98041 -1.36924 -0.47441  -0.162
C: 2.33047 -2.30027 0.34384  -0.125
C: 2.19849 -1.75181 1.61519  -0.168
C: 2.73820 -0.43516 1.61736  -0.282
H: 3.79310 0.63720 -0.04257  0.123
H: 3.24385 -1.51004 -1.51310  0.128
H: 1.98447 -3.27717 0.04315  0.125
H: 1.76452 -2.24437 2.46427  0.088
H: 3.08808 0.09125 2.49644  0.125
C: -1.45368 2.47776 0.36336  -0.060
C: -2.36613 1.30794 0.74407  -0.351
C: -3.00006 0.71351 -0.50601  -0.060
C: -1.63025 0.29299 1.63138  -0.309
C: -0.89362 0.73976 2.74848  -0.084
C: -0.26109 -0.15461 3.60469  -0.009
C: -0.35752 -1.53389 3.40118  -0.274
C: 0.21689 -2.50156 4.38768  -0.020
C: -1.01960 -1.96934 2.25384  -0.002
C: -1.65178 -1.07452 1.39018  -0.094
H: -1.96407 3.19244 -0.28158  0.105
H: -0.59756 2.16640 -0.28094  0.046
H: -1.04472 3.03470 1.20496  0.086
H: -3.17911 1.70458 1.36095  0.163
H: -2.26762 0.23586 -1.16175  0.031
H: -3.49388 1.50149 -1.07328  0.098
H: -3.75608 -0.03535 -0.27159  0.101
H: -0.87268 1.79643 2.99009  0.131
H: 0.26728 0.22892 4.46895  0.142
H: -0.48525 -2.64309 5.21152  0.111
H: 1.14799 -2.13197 4.81657  0.100
H: 0.39309 -3.47785 3.93882  0.096
H: -1.06444 -3.02911 2.03312  0.144
H: -2.17720 -1.45196 0.52372  0.108
C: -1.42767 -0.05974 -4.14588  0.005
N: -0.23928 0.51653 -3.53635  -0.118
C: 0.34110 1.77029 -4.03901  -0.064
C: 1.59188 1.95067 -3.16665  -0.081
N: 1.36817 0.96973 -2.08146  -0.022
C: 0.36155 0.10536 -2.45024  -0.739
S: -0.00019 -1.24802 -1.47797  0.782
H: -1.20988 -0.30642 -5.18357  0.113
H: -2.24096 0.66490 -4.10615  0.109
H: -1.70124 -0.96065 -3.60427  0.075
H: -0.38284 2.57768 -3.91648  0.139
H: 0.57452 1.66609 -5.09742  0.142
H: 1.68969 2.95795 -2.77162  0.128
H: 2.49924 1.69191 -3.71181  0.137
H: 2.16924 0.52233 -1.64693  0.066

***

Record 2
# C19H27N3O3RhSe2

A molecular structure, C19H27N3O3RhSe2 at a distorted geometry (ωB97M-V/def2-TZVPD, OMol25).

As for the max |F|: 0.0373 hartree/bohr. Its HOMO-LUMO gap is 7.19 eV. Its lowest unoccupied orbital energy is -3.73 eV. The multiplicity is 1. The energy comes out at -6043.27294 hartree. The HOMO energy comes out at -0.40110 hartree. As for the net charge: +1.

Each line ends with the Löwdin charge.
Cartesian coordinates (Å):
Rh: 0.97757 0.53724 -0.18397  0.806
C: -1.73861 -0.81630 2.88077  -0.079
C: -0.65042 -1.64563 2.18519  -0.210
C: -1.14676 -2.23654 0.89864  -0.190
C: -1.45828 -3.58629 0.85493  -0.024
C: -2.00311 -4.15700 -0.28414  -0.047
C: -2.23109 -3.36792 -1.39325  -0.027
C: -1.92881 -2.00656 -1.40030  -0.157
C: -2.15695 -1.27196 -2.70546  -0.205
C: -3.63633 -0.98566 -2.97831  -0.078
C: -1.39187 -1.44601 -0.22778  -0.164
N: -1.00288 -0.06345 -0.22312  -0.024
C: -1.76415 0.86417 -0.71350  -0.048
C: -1.19264 2.12124 -0.98880  -0.290
C: -1.65671 3.32915 -1.50034  -0.011
C: -0.54358 4.16717 -1.58856  -0.062
C: 0.55851 3.44411 -1.13519  -0.129
N: 0.17000 2.20342 -0.79384  -0.136
H: -1.52686 -0.68223 3.94212  0.073
H: -2.70201 -1.32052 2.80411  0.088
H: -1.84460 0.16831 2.42125  0.067
H: -0.32465 -2.45646 2.83740  0.118
H: 0.22618 -1.02767 1.98240  0.045
H: -1.27604 -4.19497 1.73203  0.119
H: -2.23897 -5.21255 -0.30639  0.113
H: -2.63583 -3.81032 -2.29580  0.123
H: -1.77352 -1.90633 -3.50658  0.123
H: -1.57635 -0.35184 -2.75072  0.088
H: -4.19215 -1.91448 -3.10873  0.078
H: -3.75606 -0.39365 -3.88573  0.081
H: -4.10934 -0.44673 -2.15522  0.066
H: -2.82203 0.68108 -0.86641  0.144
H: -2.67452 3.55504 -1.77406  0.115
H: -0.51980 5.18547 -1.93886  0.104
H: 1.58237 3.76535 -1.06209  0.084
C: 3.92459 2.80406 -0.50628  -0.337
Se: 3.36074 0.97480 -0.82490  1.087
C: 4.03146 0.18421 0.82578  -0.475
C: 3.56763 0.93896 2.05493  -0.457
Se: 1.71446 1.58857 1.90759  1.025
C: 1.05776 0.90855 3.59783  -0.333
H: 4.99000 2.79208 -0.28809  0.050
H: 3.36685 3.26275 0.30555  0.011
H: 3.75447 3.34975 -1.43028  0.037
H: 5.11961 0.14322 0.78103  0.089
H: 3.64682 -0.83163 0.79214  0.060
H: 4.16234 1.83138 2.23715  0.072
H: 3.62612 0.30553 2.93867  0.085
H: 1.13602 -0.17153 3.64303  0.032
H: 0.02325 1.22370 3.68624  0.030
H: 1.65615 1.38012 4.37354  0.045
O: 1.67236 -2.22427 -2.57226  0.183
N: 1.46674 -1.40234 -1.74904  -0.509
O: 0.86322 -0.28358 -2.01918  -0.138
O: 1.81971 -1.49506 -0.52515  -0.111

***

Record 3
# C19H27N3O3S

C19H27N3O3S in the gas phase at a distorted geometry (ωB97M-V/def2-TZVPD, OMol25).

As for the max |F|: 0.0209 hartree/bohr. Its HOMO-LUMO gap is 9.42 eV. Its lowest unoccupied orbital energy is 0.43 eV. The multiplicity is 1. The energy comes out at -1528.38583 hartree. The HOMO energy comes out at -0.33028 hartree. As for the net charge: 0. As for the SMILES: O=C(NCCC1=CCCCC1)[C@H]1CCCN(S(=O)(=O)c2cccnc2)C1.

Each line ends with the Löwdin charge.
Cartesian coordinates (Å):
O: 0.08530 -0.12634 -2.16026  0.069
C: 0.10243 -0.59265 -1.03882  -0.473
N: -0.73786 -1.56531 -0.63068  0.071
C: -1.67491 -2.21450 -1.51821  -0.168
C: -1.24801 -3.65582 -1.82924  -0.143
C: -2.23682 -4.34286 -2.72946  -0.261
C: -2.99977 -5.33896 -2.30050  -0.059
C: -4.00528 -6.06062 -3.14380  -0.198
C: -4.30049 -5.30975 -4.43868  -0.207
C: -2.99407 -4.83617 -5.06422  -0.199
C: -2.32297 -3.82541 -4.13882  -0.159
C: 1.09262 -0.13206 0.02370  -0.223
C: 2.48043 -0.69691 -0.30799  -0.138
C: 3.51485 -0.15000 0.67215  -0.161
C: 3.50957 1.37641 0.63088  -0.195
N: 2.18982 1.91065 0.90217  -0.228
S: 1.73804 1.93570 2.51614  0.678
O: 2.91292 2.18654 3.29672  -0.274
O: 0.90517 0.82132 2.88208  -0.282
C: 0.72815 3.41324 2.50990  -0.254
C: 1.33849 4.63586 2.29481  -0.039
C: 0.54283 5.77011 2.27958  -0.041
C: -0.82350 5.61198 2.47657  -0.135
N: -1.40292 4.44193 2.68447  0.074
C: -0.64140 3.36213 2.70442  -0.123
C: 1.15927 1.39997 0.02741  -0.148
H: -0.65117 -1.93392 0.30326  0.145
H: -2.67001 -2.21350 -1.06266  0.131
H: -1.69491 -1.61830 -2.43194  0.116
H: -1.15558 -4.20949 -0.89164  0.111
H: -0.26636 -3.62812 -2.30926  0.122
H: -2.90255 -5.69754 -1.28372  0.107
H: -3.61542 -7.05840 -3.37436  0.114
H: -4.92521 -6.20378 -2.57064  0.109
H: -4.92816 -4.44272 -4.22271  0.116
H: -4.84472 -5.95635 -5.12958  0.107
H: -2.33329 -5.69321 -5.21006  0.118
H: -3.17977 -4.38198 -6.03927  0.108
H: -2.89788 -2.89410 -4.14289  0.122
H: -1.32088 -3.58669 -4.50246  0.121
H: 0.78746 -0.46846 1.01754  0.124
H: 2.45660 -1.78813 -0.26313  0.122
H: 2.74290 -0.40432 -1.32783  0.127
H: 4.50930 -0.52264 0.42255  0.116
H: 3.26701 -0.46970 1.68690  0.117
H: 4.17480 1.78812 1.39030  0.112
H: 3.81634 1.73632 -0.35627  0.134
H: 2.40731 4.67503 2.15408  0.120
H: 0.96748 6.74854 2.11962  0.105
H: -1.49100 6.46337 2.47030  0.108
H: -1.13111 2.41559 2.88635  0.117
H: 0.20816 1.81823 0.36497  0.128
H: 1.35503 1.75348 -0.98974  0.141

***

Record 4
# C19H27N3O5

C19H27N3O5 in the gas phase (ωB97M-V/def2-TZVPD, OMol25).

As for the max |F|: 0.0188 hartree/bohr. Its HOMO-LUMO gap is 8.94 eV. Its lowest unoccupied orbital energy is 0.48 eV. The multiplicity is 1. The energy comes out at -1280.71808 hartree. The HOMO energy comes out at -0.31076 hartree. As for the net charge: 0. As for the SMILES: COC(=O)C1=NN(C(C)(C)CC(C)=O)[C@@H]2C(=O)N(C3CCCCC3)C(=O)[C@H]12.

Each line ends with the Löwdin charge.
Cartesian coordinates (Å):
C: 2.61777 -0.50616 -4.75969  -0.042
O: 2.26498 -0.50023 -3.38683  -0.035
C: 1.17980 -1.21938 -3.05678  -0.453
O: 0.53521 -1.87208 -3.84628  0.106
C: 0.90842 -1.13951 -1.63254  -0.112
N: -0.02987 -1.82637 -1.07433  0.199
N: -0.03719 -1.68711 0.22126  -0.047
C: -0.93158 -2.50942 1.02266  -0.488
C: -0.31217 -2.79312 2.38832  -0.016
C: -2.26558 -1.77059 1.19106  -0.015
C: -1.15661 -3.81261 0.22617  -0.072
C: 0.13195 -4.36167 -0.37220  -0.452
C: -0.02057 -4.93055 -1.75105  -0.008
O: 1.18625 -4.33023 0.21405  0.083
C: 1.01599 -0.78555 0.69437  -0.072
C: 0.39000 0.49038 1.26458  -0.346
O: -0.21418 0.57695 2.30334  0.107
N: 0.60766 1.50017 0.36926  0.101
C: 0.11216 2.86391 0.52588  -0.253
C: -1.41476 2.88331 0.57518  -0.137
C: -1.90565 4.32428 0.67685  -0.195
C: -1.32274 4.99893 1.91484  -0.205
C: 0.20189 4.96169 1.87423  -0.195
C: 0.69779 3.52223 1.77415  -0.137
C: 1.39014 1.13928 -0.72002  -0.349
O: 1.72745 1.89696 -1.58493  0.140
C: 1.69779 -0.34302 -0.60126  -0.042
H: 1.75467 -0.24290 -5.37439  0.098
H: 3.40789 0.23160 -4.87126  0.095
H: 2.97114 -1.49665 -5.05621  0.099
H: -0.99416 -3.40904 2.96855  0.094
H: -0.14799 -1.86595 2.93149  0.076
H: 0.62638 -3.32893 2.27427  0.081
H: -2.12462 -0.87961 1.79720  0.071
H: -2.65786 -1.47841 0.21959  0.087
H: -2.98976 -2.41374 1.68328  0.087
H: -1.86921 -3.63170 -0.57664  0.118
H: -1.56837 -4.57093 0.89494  0.138
H: 0.85347 -5.51803 -2.01909  0.087
H: -0.92045 -5.53502 -1.82666  0.085
H: -0.10981 -4.09485 -2.44665  0.075
H: 1.65207 -1.28114 1.43083  0.166
H: 0.45905 3.39779 -0.36695  0.153
H: -1.75145 2.31881 1.44621  0.115
H: -1.81799 2.40719 -0.32165  0.124
H: -2.99592 4.33600 0.72298  0.111
H: -1.60127 4.87519 -0.21598  0.116
H: -1.66729 6.03305 1.97082  0.108
H: -1.67299 4.47842 2.80857  0.116
H: 0.61118 5.42687 2.77254  0.110
H: 0.55742 5.52842 1.01065  0.116
H: 0.38258 2.96163 2.65562  0.115
H: 1.78881 3.50042 1.72338  0.123
H: 2.77017 -0.51898 -0.68573  0.168